Entry i
The following is a DFT calculation (wB97M-V/def2-TZVPD) of C4H13N3O in the gas phase.

Each line ends with the Löwdin charge.
Atoms and positions in Å:
1 C 1.9976 -0.3031 0.7366  0.00
2 O 1.1376 0.9626 0.2869  -0.13
3 C -0.0419 0.5280 -0.3450  -0.60
4 C 0.2154 -0.0363 -1.7562  -0.03
5 C -0.9975 1.7271 -0.4550  -0.02
6 N -0.7220 -0.4745 0.5526  -0.31
7 N -0.6432 -0.4035 1.9501  0.05
8 N -1.2038 -1.7221 0.1408  0.04
9 H 2.9710 -0.0960 0.2907  0.07
10 H 1.8140 -1.3389 0.4554  0.07
11 H 2.0702 -0.1773 1.8145  0.07
12 H 0.8134 0.6829 -2.3238  0.09
13 H -0.7165 -0.2307 -2.2968  0.08
14 H 0.7761 -0.9748 -1.7336  0.07
15 H -1.1403 2.2092 0.5169  0.08
16 H -1.9730 1.4298 -0.8559  0.09
17 H -0.5662 2.4806 -1.1217  0.08
18 H -1.5844 -0.5179 2.3265  0.08
19 H -0.3161 0.5179 2.2401  0.08
20 H -0.5449 -2.4388 0.4373  0.06
21 H -1.3456 -1.8241 -0.8605  0.07

Summary:
SMILES = COC(C)(C)N(N)N
E_LUMO = 0.91 eV
Kohn-Sham gap = 7.62 eV

***

Entry ii
The following is a DFT calculation (wB97M-V/def2-TZVPD) of 2 unconnected molecules or ions with the total composition C4H13N3O.

Each line ends with the Löwdin charge.
Atoms and positions in Å:
1 N 1.1476 -1.6959 3.3712  0.11
2 C 1.2734 -1.1395 2.0844  -0.69
3 N 0.3099 -0.2613 1.7293  0.15
4 O 2.2257 -1.4119 1.3745  0.02
5 H 0.2434 -2.1164 3.5549  0.08
6 H 1.8956 -2.3727 3.4579  0.09
7 H 0.2387 -0.0518 0.7171  0.06
8 H -0.3542 0.0688 2.4012  0.09
9 C -1.8597 -0.5358 -1.9062  -0.10
10 C -1.1952 0.7921 -1.6126  -0.30
11 N 0.1394 0.5597 -1.0668  -0.18
12 C 0.8803 1.7875 -0.7893  -0.13
13 H -2.8628 -0.4475 -2.3176  0.07
14 H -1.7853 -1.1937 -1.0401  0.07
15 H -1.3010 -1.0466 -2.7016  0.07
16 H -1.7437 1.4145 -0.9056  0.11
17 H -1.1050 1.3463 -2.5604  0.11
18 H 0.6760 -0.0283 -1.6742  0.11
19 H 1.8373 1.5647 -0.3233  0.08
20 H 1.0534 2.3813 -1.6959  0.08
21 H 0.2862 2.3864 -0.0968  0.08

Summary:
SMILES = NC(N)=O.CCNC
E_LUMO = 0.89 eV
Kohn-Sham gap = 10.16 eV

***

Each structure's energy above the most stable one, in kcal/mol: entry i 99.4; entry ii 0.0.